# 1
This record from the OMol25 dataset describes C22H25FN4O in the gas phase. The level of theory is ωB97M-V/def2-TZVPD.

XYZ file:
```
53
Properties=species:S:1:pos:R:3
C -5.616 1.544 0.709
O -5.044 0.279 0.469
C -3.842 0.219 -0.155
C -3.098 1.314 -0.585
C -1.875 1.126 -1.198
C -1.322 -0.137 -1.415
C -0.015 -0.308 -2.034
N 0.344 -1.483 -2.616
N 1.551 -1.452 -3.155
C 2.007 -0.237 -2.926
C 1.076 0.546 -2.221
C 1.384 1.945 -1.765
N 1.871 2.089 -0.403
C 0.847 1.842 0.598
C 1.376 1.876 2.029
C 2.249 0.639 2.367
N 2.328 -0.326 1.302
C 1.439 -1.375 1.207
C 1.729 -2.493 0.413
C 0.859 -3.561 0.348
C -0.320 -3.564 1.075
C -0.622 -2.465 1.858
C 0.235 -1.384 1.922
C 3.221 0.014 0.220
C 3.171 1.516 -0.136
C -2.119 -1.215 -1.011
F -1.724 -2.488 -1.249
C -3.336 -1.058 -0.390
H -4.982 2.154 1.359
H -5.807 2.082 -0.224
H -6.562 1.347 1.211
H -3.461 2.320 -0.453
H -1.336 1.994 -1.535
H -0.190 -2.336 -2.650
H 2.980 0.054 -3.273
H 2.163 2.343 -2.424
H 0.513 2.599 -1.863
H 0.101 2.639 0.487
H 0.329 0.885 0.434
H 1.943 2.794 2.180
H 0.511 1.910 2.695
H 3.272 0.956 2.592
H 1.867 0.137 3.258
H 2.652 -2.540 -0.143
H 1.111 -4.409 -0.273
H -0.994 -4.404 1.023
H -1.545 -2.438 2.421
H -0.045 -0.536 2.529
H 4.261 -0.231 0.488
H 2.949 -0.565 -0.661
H 3.792 1.670 -1.022
H 3.623 2.095 0.676
H -3.902 -1.924 -0.091
```

## Properties
* charge: 0
* SMILES string: COc1ccc(-c2[nH]ncc2CN2CCCN(c3ccccc3)CC2)c(F)c1
* relative energy (zero: lowest compared OMol25 entry of this formula, charge and spin): 52.48 kcal per mole
* 2S+1: 1
* frontier orbital gap: 8.013 eV
* max |F|: 0.8 eV/A

Results of the Löwdin charge analysis, in e, for atoms 1 through 5: C -0.084; O -0.074; C -0.269; C -0.009; C -0.019

# 2
This record from the OMol25 dataset describes a molecular structure, C15H18N5RhS. The level of theory is ωB97M-V/def2-TZVPD.

XYZ file:
```
40
Properties=species:S:1:pos:R:3
Rh 0.300 -0.180 -0.221
C 3.720 1.307 -2.336
C 3.815 2.607 -1.868
C 2.884 3.067 -0.949
C 1.882 2.215 -0.522
N 1.799 0.950 -0.983
C 2.695 0.508 -1.871
C 0.834 2.568 0.450
C 0.703 3.802 1.062
C -0.335 4.002 1.962
C -1.217 2.964 2.224
C -1.031 1.757 1.580
N -0.028 1.566 0.718
H 4.425 0.913 -3.053
H 4.606 3.259 -2.212
H 2.941 4.078 -0.571
H 2.572 -0.513 -2.207
H 1.400 4.598 0.843
H -0.452 4.959 2.451
H -2.039 3.083 2.915
H -1.691 0.917 1.740
C -0.901 0.376 -1.732
H -1.909 0.063 -1.470
H -0.548 -0.137 -2.624
H -0.848 1.455 -1.856
C -3.273 -3.823 2.343
C -2.753 -2.523 1.740
C -1.670 -2.724 0.729
N -0.874 -1.817 0.284
N 0.036 -2.233 -0.659
C -0.074 -3.506 -0.938
N 0.696 -4.176 -1.799
S -1.342 -4.261 -0.019
H -4.053 -3.606 3.069
H -2.483 -4.370 2.858
H -3.714 -4.470 1.582
H -2.355 -1.867 2.517
H -3.564 -1.981 1.246
H 1.327 -3.680 -2.407
H 0.516 -5.143 -2.014
```

## Properties
* charge: +2
* relative energy (zero: lowest compared OMol25 entry of this formula, charge and spin): 0.00 kcal per mole
* 2S+1: 1
* frontier orbital gap: 8.681 eV
* max |F|: 0.4 eV/A

Results of the Löwdin charge analysis, in e, for atoms 1 through 5: Rh 1.054; C -0.004; C 0.008; C 0.038; C -0.178

# 3
This record from the OMol25 dataset describes a molecular structure, CH6N2O2SSi in a non-equilibrium geometry. The level of theory is ωB97M-V/def2-TZVPD.

XYZ file:
```
13
Properties=species:S:1:pos:R:3
C 0.749 0.206 1.503
N 1.465 0.215 2.574
N -0.132 -0.912 -1.193
O -1.190 1.782 1.551
O -1.635 -0.204 0.247
Si -1.177 0.364 -1.250
S -1.047 0.339 1.643
H 0.400 -1.505 -2.159
H 1.043 0.151 3.483
H 1.156 0.073 0.506
H -2.394 0.498 -2.032
H 0.245 -1.546 -0.483
H -0.337 1.556 -1.418
```

## Properties
* charge: 0
* relative energy (zero: lowest compared OMol25 entry of this formula, charge and spin): 70.67 kcal per mole
* 2S+1: 1
* frontier orbital gap: 9.530 eV
* max |F|: 10.1 eV/A

Results of the Löwdin charge analysis, in e, for atoms 1 through 5: C -0.364; N 0.078; N -0.176; O -0.477; O -0.543

# 4
This record from the OMol25 dataset describes a molecular structure, C39H26F5MnN6O2S2 in a non-equilibrium geometry. The level of theory is ωB97M-V/def2-TZVPD.

XYZ file:
```
81
Properties=species:S:1:pos:R:3
Mn 0.042 0.444 -0.384
C 1.500 -0.152 -6.285
C 1.025 -1.257 -5.600
C 1.173 -1.359 -4.231
C 1.796 -0.336 -3.509
C 2.370 0.726 -4.230
C 2.205 0.823 -5.594
N 1.798 -0.274 -2.132
C 2.974 -0.195 -1.505
C 4.189 -0.687 -2.033
C 5.364 -0.560 -1.326
C 5.381 0.072 -0.081
C 4.215 0.556 0.468
C 3.003 0.428 -0.220
N 1.837 0.961 0.226
N 1.956 1.707 1.314
C 0.870 2.206 1.850
C 0.978 2.965 3.050
C -0.152 3.354 3.697
C -1.403 3.033 3.135
C -1.437 2.364 1.933
N -0.358 1.947 1.273
H 1.338 -0.049 -7.348
H 0.517 -2.043 -6.139
H 0.795 -2.217 -3.700
H 2.904 1.493 -3.685
H 2.609 1.676 -6.120
H 4.173 -1.183 -2.995
H 6.285 -0.960 -1.731
H 6.311 0.194 0.457
H 4.192 1.050 1.426
H 1.971 3.153 3.426
H -0.101 3.893 4.633
H -2.320 3.305 3.632
H -2.394 2.140 1.476
F -2.404 2.912 -6.458
C -2.162 1.958 -5.535
C -1.359 2.231 -4.435
F -0.887 3.478 -4.251
C -1.070 1.235 -3.523
F -0.282 1.580 -2.443
C -1.596 -0.073 -3.609
S -1.316 -1.302 -2.480
C -2.450 -0.289 -4.719
F -3.045 -1.485 -4.857
C -2.723 0.685 -5.653
F -3.555 0.431 -6.681
C 0.936 -0.911 7.558
C 0.834 -1.240 6.098
C 0.522 -0.259 5.164
C 0.447 -0.567 3.816
C 0.689 -1.858 3.394
C 0.999 -2.848 4.308
C 1.072 -2.538 5.654
S 0.706 -2.246 1.628
O 0.359 -3.642 1.506
O 2.000 -1.845 1.145
N -0.374 -1.240 0.928
C -1.703 -1.432 1.106
C -2.278 -2.369 1.962
C -3.659 -2.512 2.042
C -4.510 -1.735 1.294
C -3.986 -0.742 0.454
C -4.801 0.106 -0.327
C -4.220 1.130 -1.025
C -2.830 1.270 -0.997
N -2.023 0.416 -0.385
C -2.579 -0.561 0.376
H 0.507 0.066 7.765
H 1.981 -0.894 7.867
H 0.424 -1.660 8.159
H 0.341 0.757 5.487
H 0.212 0.188 3.084
H 1.182 -3.848 3.943
H 1.322 -3.308 6.372
H -1.634 -3.012 2.539
H -4.066 -3.255 2.712
H -5.582 -1.864 1.347
H -5.868 -0.062 -0.364
H -4.808 1.824 -1.606
H -2.373 2.108 -1.507
```

## Properties
* charge: -1
* 2S+1: 2
* frontier orbital gap (spin up / spin down): 5.163 / 5.238 eV
* ⟨S²⟩: 1.01
* max |F|: 2.4 eV/A

Results of the Löwdin charge analysis, in e, for atoms 1 through 5: Mn 0.734; C -0.113; C -0.093; C -0.086; C -0.334

# 5
This record from the OMol25 dataset describes 13 unconnected molecules or ions with the total composition H26O13. The level of theory is ωB97M-V/def2-TZVPD.

XYZ file:
```
39
Properties=species:S:1:pos:R:3
O 2.403 1.142 -2.641
H 3.177 1.121 -3.212
H 2.017 0.262 -2.723
O -2.596 -0.910 0.510
H -3.354 -0.493 0.935
H -2.956 -1.364 -0.263
O 3.435 0.887 1.016
H 3.667 0.125 0.482
H 2.511 1.084 0.783
O 1.575 -0.204 3.636
H 2.252 0.446 3.411
H 0.743 0.223 3.374
O -0.619 -3.216 -0.504
H -0.582 -2.495 0.142
H -0.254 -3.972 -0.032
O -0.504 -1.926 2.052
H -1.313 -1.472 1.743
H -0.613 -2.026 3.004
O -0.182 2.460 -2.770
H -0.741 1.987 -2.141
H 0.719 2.115 -2.630
O 0.414 -0.562 -3.996
H 0.412 -1.030 -3.149
H -0.460 -0.718 -4.367
O -2.732 1.293 -1.668
H -3.361 1.990 -1.460
H -2.228 1.183 -0.844
O 1.471 -1.667 -1.527
H 1.077 -2.555 -1.415
H 2.335 -1.716 -1.100
O 0.556 0.489 0.273
H 0.240 0.056 1.079
H 0.828 -0.253 -0.301
O -1.511 2.394 0.674
H -0.630 2.060 0.413
H -1.595 2.134 1.599
O -1.030 1.126 3.528
H -1.087 1.687 4.311
H -1.483 0.312 3.778
```

## Properties
* charge: 0
* relative energy (zero: lowest compared OMol25 entry of this formula, charge and spin): 32.24 kcal per mole
* 2S+1: 1
* frontier orbital gap: 9.155 eV
* max |F|: 0.7 eV/A

Results of the Löwdin charge analysis, in e, for atoms 1 through 5: O -0.044; H 0.059; H -0.003; O -0.039; H 0.070

# 6
This record from the OMol25 dataset describes 8 unconnected molecules or ions with the total composition C38H64Br14ClF16NO7PS in a non-equilibrium geometry. The level of theory is ωB97M-V/def2-TZVPD.

XYZ file:
```
143
Properties=species:S:1:pos:R:3
C -5.325 4.691 4.250
C -5.318 5.328 2.861
O -5.079 4.306 1.880
C -4.560 4.688 0.700
O -4.557 5.840 0.327
C -4.050 3.519 -0.086
C -2.505 3.424 -0.159
C -1.998 1.975 -0.136
P -0.713 1.594 1.207
C 0.772 1.711 -0.041
C 0.847 3.005 -0.847
C 2.128 3.052 -1.690
Cl 2.939 4.660 -1.717
C -2.167 1.570 2.490
O -1.892 2.060 3.836
C -1.586 3.335 4.018
F -2.110 4.173 3.099
F -2.055 3.729 5.215
F -0.263 3.585 4.046
O -0.909 -0.124 0.763
C 0.040 -0.965 1.305
C -0.487 -2.400 1.366
C 0.598 -3.451 1.665
C 0.984 -4.361 0.519
F 1.722 -5.408 1.006
F -0.100 -4.893 -0.112
C 1.837 -3.669 -0.573
F 2.901 -3.079 0.021
F 1.081 -2.711 -1.132
C 2.370 -4.574 -1.755
F 1.648 -4.281 -2.854
F 2.205 -5.882 -1.511
C 3.850 -4.285 -2.192
F 3.980 -4.776 -3.429
F 4.015 -2.976 -2.266
S 5.260 -5.067 -1.176
F 4.295 -5.323 0.052
F 4.855 -6.483 -1.774
F 6.253 -4.826 -2.390
F 5.672 -3.676 -0.555
F 6.429 -5.764 -0.382
C 0.660 -0.308 2.590
C -0.001 -0.888 3.841
N 0.115 -0.049 5.050
C 2.206 -0.455 2.559
C 2.964 -0.680 3.883
C 3.630 0.600 4.457
C 5.097 0.388 4.673
O 5.994 0.889 4.039
O 5.347 -0.493 5.682
O 0.341 1.051 2.496
H -6.180 5.066 4.817
H -4.427 4.951 4.813
H -5.387 3.606 4.181
H -4.568 6.111 2.759
H -6.298 5.767 2.654
H -4.433 3.632 -1.103
H -4.480 2.608 0.333
H -2.229 3.880 -1.113
H -2.025 4.027 0.613
H -2.839 1.282 -0.042
H -1.520 1.712 -1.083
H -0.453 2.965 1.534
H 1.725 1.610 0.490
H 0.711 0.867 -0.741
H 0.811 3.877 -0.189
H 0.005 3.075 -1.540
H 1.941 2.798 -2.732
H 2.874 2.367 -1.291
H -3.056 2.086 2.117
H -2.447 0.527 2.649
H 0.900 -1.032 0.607
H -0.892 -2.579 0.368
H -1.335 -2.519 2.044
H 1.512 -3.012 2.059
H 0.236 -4.146 2.429
H -1.071 -1.015 3.647
H 0.410 -1.892 4.022
H 0.444 -0.592 5.837
H 0.756 0.720 4.896
H 2.514 -1.229 1.855
H 2.552 0.484 2.123
H 3.755 -1.412 3.690
H 2.336 -1.128 4.648
H 3.176 0.873 5.413
H 3.524 1.435 3.767
H 6.251 -0.819 5.552
Br -5.043 1.503 8.334
C -5.248 -0.099 7.252
C -5.033 0.154 5.784
Br -6.539 1.101 4.990
H -6.245 -0.475 7.459
H -4.504 -0.802 7.620
H -4.957 -0.793 5.253
H -4.152 0.751 5.580
Br -1.640 -9.405 -4.582
C -0.203 -8.169 -4.146
C -0.566 -7.243 -3.017
Br -1.801 -5.852 -3.574
H 0.027 -7.629 -5.058
H 0.644 -8.791 -3.864
H 0.318 -6.723 -2.661
H -1.038 -7.765 -2.191
Br -9.282 3.313 4.748
C -10.410 1.902 5.451
C -11.450 2.423 6.407
Br -10.687 2.895 8.132
H -9.744 1.182 5.918
H -10.890 1.447 4.587
H -12.192 1.656 6.613
H -11.939 3.315 6.030
Br 4.749 -1.951 -5.988
C 4.009 -3.709 -6.344
C 3.769 -3.928 -7.813
Br 2.220 -2.929 -8.435
H 3.093 -3.779 -5.766
H 4.735 -4.424 -5.963
H 3.553 -4.975 -8.012
H 4.609 -3.605 -8.419
Br -0.926 -1.188 -6.844
C -1.388 -3.046 -7.166
C -1.492 -3.361 -8.635
Br -3.125 -2.659 -9.425
H -2.317 -3.233 -6.639
H -0.587 -3.630 -6.717
H -1.530 -4.437 -8.788
H -0.669 -2.940 -9.202
Br 6.174 5.549 -4.281
C 7.002 6.717 -2.964
C 6.330 6.631 -1.618
Br 4.621 7.542 -1.587
H 6.962 7.720 -3.375
H 8.036 6.389 -2.891
H 6.945 7.120 -0.866
H 6.134 5.605 -1.320
Br 2.336 1.013 -6.600
C 4.087 1.788 -6.906
C 4.078 3.287 -6.760
Br 3.256 4.163 -8.290
H 4.404 1.471 -7.895
H 4.740 1.347 -6.155
H 5.094 3.672 -6.713
H 3.523 3.609 -5.884
```

## Properties
* charge: -1
* 2S+1: 1
* frontier orbital gap: 6.257 eV
* max |F|: 1.1 eV/A

Results of the Löwdin charge analysis, in e, for atoms 1 through 5: C -0.065; C -0.206; O -0.019; C -0.500; O 0.095